--- a ---
DFT (the ωB97M-V functional and the def2-TZVPD basis) results for 3 unconnected molecules or ions with the total composition C16H38FN4O5P2.

As for the frontier orbital gap: 8.0 eV.

```
! wB97M-V def2-TZVPD RIJCOSX def2/J DEFGRID3
* xyz 1 1
C -3.140 -6.262 -0.710
C -1.683 -5.959 -0.374
O -1.258 -6.707 0.737
C -0.023 -6.232 1.261
C -0.299 -5.082 2.229
O 0.658 -4.019 2.093
C 0.001 -2.790 1.919
C 0.987 -1.633 1.922
O 1.251 -1.192 0.571
C 1.267 0.191 0.402
P -0.342 0.803 -0.267
F -0.222 2.345 -0.136
N -0.497 0.475 -1.819
C -1.232 -0.519 -2.258
C -1.182 -1.916 -1.767
C -2.196 -0.220 -3.355
P -2.132 0.259 0.935
N -3.299 -0.328 0.077
H -3.817 -5.526 -0.278
H -3.303 -6.355 -1.781
H -3.410 -7.224 -0.270
H -1.062 -6.147 -1.260
H -1.593 -4.879 -0.172
H 0.628 -5.914 0.440
H 0.433 -7.087 1.756
H -0.284 -5.407 3.271
H -1.310 -4.720 2.025
H -0.553 -2.817 0.970
H -0.741 -2.600 2.710
H 1.917 -1.922 2.411
H 0.525 -0.796 2.451
H 1.994 0.471 -0.368
H 1.535 0.749 1.307
H -0.230 -2.194 -1.318
H -1.331 -2.568 -2.633
H -2.020 -2.133 -1.100
H -2.862 -1.053 -3.555
H -2.728 0.701 -3.128
H -1.616 -0.002 -4.260
H -1.660 -0.623 1.925
H -2.518 1.457 1.573
H -4.126 0.254 0.130
C 1.357 5.212 4.571
C 0.724 4.275 3.575
O 0.205 3.217 3.907
N 0.739 4.632 2.265
C 1.293 5.825 1.649
H 1.261 4.783 5.564
H 2.416 5.347 4.349
H 0.853 6.179 4.559
H 0.297 3.955 1.666
H 0.503 6.366 1.127
H 2.055 5.538 0.921
H 1.740 6.479 2.388
C 0.933 3.213 -2.748
C 2.341 2.680 -2.675
O 2.589 1.631 -2.081
N 3.324 3.379 -3.273
C 3.220 4.627 -4.013
H 0.300 2.508 -2.215
H 0.871 4.193 -2.272
H 0.595 3.285 -3.782
H 4.236 2.957 -3.178
H 3.579 4.474 -5.031
H 3.842 5.383 -3.535
H 2.196 4.980 -4.047
*
```

=====

--- b ---
DFT (the ωB97M-V functional and the def2-TZVPD basis) results for 3 unconnected molecules or ions with the total composition C16H38FN4O5P2.

As for the frontier orbital gap: 7.3 eV.

```
! wB97M-V def2-TZVPD RIJCOSX def2/J DEFGRID3
* xyz 1 1
C 6.112 -3.061 1.012
C 5.952 -1.818 0.032
O 6.895 -0.779 0.308
C 6.532 0.446 -0.364
C 5.498 1.215 0.562
O 4.404 1.837 -0.190
C 3.196 1.374 0.437
C 1.898 2.086 -0.133
O 1.215 1.193 -1.056
C -0.192 1.164 -0.853
P -0.746 -0.319 0.222
F -2.375 -0.002 0.529
N -0.706 -1.748 -0.711
C 0.354 -2.517 -0.499
C 1.860 -2.089 -0.528
C 0.049 -4.045 -0.159
P 0.227 -0.430 2.177
N 0.809 -1.858 2.576
H 5.389 -3.002 1.882
H 6.023 -4.056 0.475
H 7.155 -3.041 1.467
H 6.024 -2.206 -1.038
H 4.885 -1.431 0.149
H 6.107 0.203 -1.384
H 7.501 1.016 -0.507
H 5.984 2.036 1.170
H 5.089 0.462 1.301
H 3.148 0.247 0.290
H 3.189 1.551 1.568
H 2.156 3.073 -0.631
H 1.187 2.248 0.742
H -0.711 1.017 -1.860
H -0.613 2.120 -0.419
H 2.091 -1.200 -1.179
H 2.433 -2.968 -0.977
H 2.306 -1.955 0.512
H 0.971 -4.603 0.162
H -0.798 -4.112 0.594
H -0.368 -4.528 -1.106
H 1.256 0.580 2.211
H -0.766 -0.079 3.168
H 0.338 -2.211 3.417
C -4.875 4.829 2.493
C -3.961 3.651 2.279
O -2.816 3.625 2.714
N -4.441 2.591 1.576
C -5.752 2.424 0.981
H -4.351 5.591 3.068
H -5.165 5.258 1.532
H -5.760 4.520 3.052
H -3.772 1.842 1.475
H -6.218 1.537 1.416
H -5.627 2.270 -0.093
H -6.391 3.286 1.150
C -3.605 -1.339 -1.618
C -3.310 -0.525 -2.848
O -2.232 0.045 -3.005
N -4.274 -0.429 -3.796
C -5.597 -1.021 -3.793
H -2.734 -1.314 -0.963
H -4.458 -0.915 -1.083
H -3.807 -2.376 -1.890
H -4.002 0.133 -4.589
H -5.688 -1.667 -4.668
H -6.334 -0.220 -3.865
H -5.784 -1.603 -2.895
*
```

=====

Least stable: b

=====

--- a ---
DFT (the ωB97M-V functional and the def2-TZVPD basis) results for a molecular structure, H26O13.

As for the frontier orbital gap: 7.7 eV.

```
! wB97M-V def2-TZVPD RIJCOSX def2/J DEFGRID3
* xyz 0 1
O 16.143 -21.152 -14.565
H 16.119 -20.293 -14.145
H 17.063 -21.284 -14.792
O 15.576 -23.376 -15.960
H 14.887 -23.470 -16.617
H 15.248 -22.703 -15.363
O 19.055 -22.928 -16.293
H 18.169 -22.804 -16.633
H 19.097 -23.857 -16.066
O 17.219 -22.513 -16.728
H 17.249 -21.557 -16.728
H 16.320 -22.726 -16.478
O 15.334 -25.216 -13.941
H 15.883 -25.039 -13.177
H 15.305 -26.171 -13.999
O 17.550 -23.294 -14.197
H 17.455 -23.042 -15.116
H 16.903 -23.988 -14.071
O 16.246 -22.080 -12.653
H 16.605 -21.218 -12.443
H 16.017 -22.024 -13.581
O 16.178 -25.317 -16.126
H 16.232 -25.523 -15.193
H 15.969 -24.383 -16.153
O 18.134 -23.453 -11.844
H 19.075 -23.299 -11.753
H 17.836 -22.766 -12.440
O 17.434 -25.929 -14.646
H 16.836 -26.594 -14.303
H 17.969 -25.677 -13.894
O 16.339 -24.690 -12.304
H 17.292 -24.748 -12.378
H 16.157 -23.750 -12.288
O 18.786 -21.851 -13.634
H 18.271 -21.253 -14.177
H 18.263 -22.652 -13.597
O 17.895 -21.057 -15.255
H 18.585 -21.610 -15.621
H 18.172 -20.163 -15.457
*
```

=====

--- b ---
DFT (the ωB97M-V functional and the def2-TZVPD basis) results for a molecular structure, H26O13.

As for the frontier orbital gap: 8.1 eV.

```
! wB97M-V def2-TZVPD RIJCOSX def2/J DEFGRID3
* xyz 0 1
H -0.775 0.257 -0.694
H 0.574 0.745 -1.196
H 3.800 -1.967 -0.753
H 4.706 -2.195 0.446
H 3.814 -3.095 -2.191
H 2.553 -2.362 -2.615
H 3.266 -0.458 1.179
H 2.155 -1.053 2.029
H 0.216 -3.684 0.516
H -0.420 -2.328 0.777
H -1.324 -0.908 4.270
H -1.265 -0.193 2.931
H -3.573 2.739 -3.100
H -3.417 1.673 -2.028
H -2.814 -2.195 0.433
H -4.199 -2.695 0.807
H 4.640 1.911 -2.146
H 4.563 1.266 -0.771
H -2.483 -1.534 -2.188
H -3.902 -1.152 -2.577
H -5.194 1.890 0.467
H -5.031 0.725 -0.495
H 2.979 4.350 1.290
H 2.483 3.452 0.169
H -0.799 2.889 2.243
H 0.100 3.906 1.558
O 0.054 0.644 -0.391
O 3.847 -1.835 0.201
O 2.862 -3.073 -2.043
O 2.607 -1.161 1.185
O -0.146 -3.137 1.223
O -1.648 -0.964 3.364
O -3.252 2.607 -2.201
O -3.263 -2.871 0.953
O 4.342 2.077 -1.244
O -3.386 -1.523 -1.852
O -5.498 1.561 -0.386
O 3.270 3.912 0.482
O -0.442 3.779 2.345
*
```

=====

--- c ---
DFT (the ωB97M-V functional and the def2-TZVPD basis) results for 13 unconnected molecules or ions with the total composition H26O13.

As for the frontier orbital gap: 9.5 eV.

```
! wB97M-V def2-TZVPD RIJCOSX def2/J DEFGRID3
* xyz 0 1
H 0.481 0.320 0.388
H -1.030 0.403 0.532
H -2.573 0.767 3.351
H -1.328 0.853 2.484
H -0.481 2.763 -0.170
H 0.821 3.541 -0.064
H -2.390 2.770 -2.179
H -3.818 3.090 -1.770
H 2.959 -0.793 -1.929
H 2.822 0.091 -3.158
H 0.567 -1.460 -0.859
H 0.809 -2.813 -0.209
H 2.791 -4.562 -1.997
H 1.957 -3.555 -1.222
H 2.037 -0.500 4.037
H 2.743 -1.588 4.829
H 1.732 1.674 1.337
H 3.016 1.091 0.769
H -2.710 -1.537 0.688
H -2.472 -2.609 1.739
H -0.975 -2.896 -0.915
H -0.516 -1.992 -2.047
H -5.258 0.543 -0.493
H -6.021 -0.765 -0.617
H 2.293 3.528 -0.696
H 3.605 2.922 -0.227
O -0.339 0.022 -0.022
O -1.942 1.398 2.988
O 0.422 2.785 -0.508
O -3.085 3.427 -2.297
O 2.782 0.116 -2.195
O 1.132 -1.905 -0.218
O 2.409 -3.679 -2.064
O 2.827 -1.053 4.032
O 2.469 1.884 0.753
O -2.903 -2.459 0.890
O -0.774 -2.901 -1.857
O -5.277 -0.360 -0.157
O 3.220 3.437 -0.945
*
```

=====

--- d ---
DFT (the ωB97M-V functional and the def2-TZVPD basis) results for a molecular structure, H26O13.

As for the frontier orbital gap: 10.4 eV.

```
! wB97M-V def2-TZVPD RIJCOSX def2/J DEFGRID3
* xyz 0 1
O -2.541 1.962 0.763
H -2.787 1.034 0.764
H -1.696 2.011 1.249
O 0.052 3.460 -1.255
H -0.709 4.048 -1.286
H -0.292 2.571 -1.380
O -0.476 -3.442 -0.407
H -1.363 -3.776 -0.506
H 0.119 -4.167 -0.388
O 0.011 1.204 -0.160
H -0.041 0.968 0.797
H -0.051 2.158 -0.042
O 3.125 -0.533 -0.526
H 2.712 -0.545 -1.377
H 3.989 -0.140 -0.654
O 0.103 0.177 -2.075
H 0.155 0.621 -1.234
H 0.964 -0.091 -2.365
O -2.563 0.149 -1.518
H -1.756 0.500 -1.127
H -2.077 -0.344 -2.202
O 2.158 1.838 -1.480
H 1.675 2.694 -1.462
H 2.185 1.627 -0.544
O 0.365 -1.778 1.292
H -0.155 -2.283 0.630
H -0.156 -1.675 2.093
O 2.957 -2.779 0.894
H 2.943 -1.972 0.369
H 2.158 -2.671 1.433
O -2.953 -2.556 -0.830
H -2.909 -1.648 -1.138
H -3.500 -3.142 -1.329
O -1.260 1.834 3.051
H -0.330 1.548 3.108
H -1.742 1.098 3.440
O 1.173 0.533 2.234
H 1.657 1.113 1.638
H 1.351 -0.370 1.929
*
```

=====

Least stable: a

=====

--- a ---
DFT (the ωB97M-V functional and the def2-TZVPD basis) results for 13 unconnected molecules or ions with the total composition H26O13.

As for the frontier orbital gap: 9.2 eV.

```
! wB97M-V def2-TZVPD RIJCOSX def2/J DEFGRID3
* xyz 0 1
O 2.810 0.899 1.288
H 2.151 0.320 0.882
H 3.621 0.380 1.286
O -0.384 -0.265 -3.195
H -0.807 0.139 -3.959
H -1.057 -0.243 -2.499
O 2.079 -0.221 -1.975
H 2.636 -0.793 -2.509
H 1.172 -0.425 -2.257
O 2.604 2.526 -1.170
H 2.844 2.613 -0.241
H 2.225 1.638 -1.235
O 0.003 0.011 0.573
H 0.025 -0.834 0.097
H -0.049 0.681 -0.124
O -0.379 -2.550 -0.513
H -0.241 -3.402 -0.950
H -1.214 -2.217 -0.879
O -2.721 -0.441 2.241
H -1.906 -0.334 1.733
H -2.987 -1.355 2.094
O 2.009 -2.623 0.739
H 1.128 -2.631 0.316
H 1.832 -2.483 1.676
O -1.368 2.519 -0.194
H -1.349 2.171 0.712
H -2.240 2.925 -0.280
O -0.200 -3.226 2.787
H -0.890 -3.533 3.384
H -0.671 -2.818 2.052
O -0.164 0.485 3.165
H 0.412 -0.177 3.560
H -0.055 0.369 2.198
O 0.153 4.118 -1.851
H -0.205 3.485 -1.205
H -0.606 4.645 -2.125
O -2.531 -0.090 -1.347
H -2.270 0.845 -1.321
H -3.410 -0.109 -0.952
*
```

=====

--- b ---
DFT (the ωB97M-V functional and the def2-TZVPD basis) results for 13 unconnected molecules or ions with the total composition H26O13.

As for the frontier orbital gap: 10.1 eV.

```
! wB97M-V def2-TZVPD RIJCOSX def2/J DEFGRID3
* xyz 0 1
H 0.358 -0.479 0.835
H 0.908 -0.791 -0.552
H -0.769 0.054 3.188
H 0.394 0.877 2.476
H 4.741 0.769 -2.472
H 3.883 1.225 -1.445
H -3.184 -3.603 -0.847
H -2.019 -2.765 -1.559
H 1.597 -0.984 4.763
H 1.127 -0.330 3.456
H -2.229 -1.779 2.238
H -3.192 -1.262 1.142
H -0.176 1.280 -1.611
H -0.378 2.836 -1.688
H -1.828 3.811 0.419
H -1.543 2.646 -0.492
H -2.081 -3.758 4.214
H -0.668 -3.093 4.260
H 3.126 2.929 -0.035
H 1.868 3.865 -0.232
H -0.383 2.221 -4.662
H -1.545 1.777 -4.034
H 2.432 -2.788 -0.728
H 1.293 -2.344 0.183
H -0.281 -1.230 -3.230
H -1.043 0.091 -3.120
O 1.044 -0.276 0.260
O -0.253 0.190 2.329
O 3.791 0.842 -2.247
O -2.842 -2.735 -1.149
O 1.206 -0.221 4.340
O -2.284 -1.181 1.490
O 0.193 2.163 -1.339
O -2.004 3.554 -0.473
O -1.581 -3.005 3.935
O 2.417 3.083 -0.591
O -0.652 1.886 -3.783
O 1.419 -2.766 -0.689
O -0.862 -0.707 -2.552
*
```

=====

--- c ---
DFT (the ωB97M-V functional and the def2-TZVPD basis) results for 13 unconnected molecules or ions with the total composition H26O13.

As for the frontier orbital gap: 10.9 eV.

```
! wB97M-V def2-TZVPD RIJCOSX def2/J DEFGRID3
* xyz 0 1
H -0.219 0.810 -0.266
H -0.623 -0.292 0.700
H -2.431 0.820 0.078
H -2.878 2.261 0.262
H -1.819 -2.397 -0.685
H -3.301 -2.319 -0.360
H 3.313 1.174 2.101
H 4.415 1.802 1.263
H 1.219 6.162 -1.186
H 0.224 5.041 -0.938
H 2.873 -3.170 1.229
H 3.688 -4.274 1.882
H 1.107 -2.518 -1.666
H -0.259 -3.184 -1.644
H -1.794 -0.671 -3.448
H -1.557 -2.161 -3.262
H -3.647 -1.448 3.337
H -4.954 -1.157 2.618
H -1.834 2.672 -2.728
H -2.072 2.142 -1.323
H 3.024 -2.890 -1.209
H 4.074 -2.347 -2.164
H 1.505 1.968 -2.249
H 2.253 2.762 -1.191
H 0.466 0.656 3.710
H -1.017 0.683 3.378
O -0.045 -0.113 -0.051
O -3.218 1.361 0.208
O -2.663 -2.818 -0.882
O 3.936 1.910 2.093
O 1.002 5.464 -0.558
O 3.781 -3.438 1.412
O 0.472 -2.930 -1.070
O -2.068 -1.532 -3.784
O -4.514 -1.049 3.469
O -1.417 2.601 -1.861
O 3.714 -2.220 -1.279
O 1.454 2.242 -1.326
O -0.403 0.508 4.100
*
```

=====

--- d ---
DFT (the ωB97M-V functional and the def2-TZVPD basis) results for 13 unconnected molecules or ions with the total composition H26O13.

As for the frontier orbital gap: 9.5 eV.

```
! wB97M-V def2-TZVPD RIJCOSX def2/J DEFGRID3
* xyz 0 1
O 2.798 -0.335 -0.084
H 3.756 -0.297 -0.055
H 2.547 -1.204 0.175
O -2.330 1.852 -1.604
H -2.596 2.808 -1.771
H -1.569 1.510 -2.102
O -1.094 -0.774 3.212
H -1.611 -1.012 2.453
H -0.176 -0.839 3.196
O -3.228 -0.942 0.915
H -2.814 0.008 0.765
H -3.862 -0.813 1.630
O 0.740 2.305 1.538
H 1.083 1.990 0.745
H 1.537 2.163 2.167
O 0.035 1.958 -2.889
H 0.073 1.001 -3.065
H 0.408 1.919 -2.077
O -0.422 -0.638 -3.434
H -0.737 -0.806 -2.425
H -1.263 -0.530 -3.931
O 1.884 2.270 -0.876
H 2.373 1.408 -0.804
H 2.420 2.977 -0.560
O -1.344 -2.720 0.042
H -2.084 -2.137 0.401
H -1.718 -3.123 -0.700
O 1.767 -0.458 2.475
H 2.028 0.431 2.158
H 2.082 -1.191 1.906
O -1.648 1.356 0.712
H -1.847 1.648 -0.172
H -0.622 1.532 0.857
O -0.119 -0.646 -0.700
H 0.765 -0.541 -0.677
H -0.497 -1.070 0.125
O 1.694 -2.763 1.119
H 2.598 -3.170 0.789
H 0.992 -3.126 0.545
*
```

=====

Least stable: b